Record 1
Molecular formula: C31H28F11N7O9RuS3
Method: DFT, ωB97M-V with the def2-TZVPD basis set

Computed properties:
- expectation value of S² = 8.76
- HOMO energy (alpha / beta) (eV) = -5.11 / -6.08
- LUMO (alpha / beta) (eV) = 2.0 / 0.4

Geometry as ORCA input:
```
! wB97M-V def2-TZVPD RIJCOSX def2/J DEFGRID3
* xyz -1 6
Ru -0.190 1.280 -1.504
C -1.447 0.408 5.732
C -1.894 0.179 4.312
C -2.190 1.252 3.473
C -2.610 1.047 2.171
C -2.715 -0.248 1.693
C -2.462 -1.334 2.521
C -2.046 -1.116 3.822
S -3.386 -0.588 0.098
O -3.587 -2.017 0.072
O -4.551 0.250 -0.061
N -2.260 -0.205 -1.053
C -2.795 -0.556 -2.295
C -2.852 0.779 -3.341
O -3.786 0.676 -4.106
O -1.921 1.584 -3.154
H -1.142 1.443 5.889
H -0.610 -0.245 5.991
H -2.262 0.188 6.427
H -2.079 2.267 3.842
H -2.847 1.882 1.523
H -2.604 -2.338 2.134
H -1.834 -1.964 4.466
H -3.797 -0.975 -2.278
H -2.119 -1.162 -2.900
F 5.377 3.624 -1.651
C 4.674 2.839 -0.837
F 5.529 2.173 -0.050
F 3.901 3.597 -0.053
S 3.658 1.593 -1.804
O 2.432 1.524 -1.030
O 4.499 0.444 -1.843
N 3.468 2.256 -3.222
S 2.271 3.292 -3.294
O 0.937 2.731 -3.222
O 2.515 4.484 -2.521
C 2.441 3.837 -5.035
F 3.692 4.237 -5.268
F 1.609 4.863 -5.199
F 2.117 2.864 -5.877
C -0.161 -8.236 -1.041
C 0.163 -6.920 -0.372
C -0.618 -5.789 -0.583
C -0.334 -4.590 0.049
C 0.750 -4.493 0.911
N 0.990 -3.220 1.495
C 1.918 -2.911 2.436
O 2.625 -3.721 3.012
N 2.090 -1.559 2.760
C 1.677 -0.314 2.267
C 2.153 0.809 2.946
C 1.824 2.071 2.511
C 0.998 2.206 1.412
N 0.522 1.150 0.762
C 0.868 -0.079 1.158
C 1.553 -5.609 1.132
C 1.249 -6.803 0.491
H -0.734 -8.080 -1.957
H -0.757 -8.873 -0.381
H 0.750 -8.781 -1.293
H -1.465 -5.838 -1.261
H -0.959 -3.725 -0.141
H 0.394 -2.489 1.158
H 2.789 -1.503 3.477
H 2.800 0.672 3.808
H 2.210 2.952 3.012
H 0.717 3.181 1.048
H 0.523 -0.867 0.506
H 2.402 -5.540 1.792
H 1.882 -7.669 0.666
F -0.320 -0.659 -4.009
C 0.467 -0.467 -2.881
F 1.718 -0.157 -3.395
C 0.684 -1.872 -2.329
F 1.390 -2.673 -3.145
F 1.358 -1.802 -1.153
F -0.503 -2.479 -2.081
N -3.324 3.030 -0.953
C -2.340 3.897 -0.645
C -2.623 5.110 0.010
C -1.602 5.995 0.253
C -0.312 5.683 -0.167
C -0.113 4.468 -0.785
N -1.083 3.561 -0.997
H -4.237 3.079 -0.546
H -3.055 2.181 -1.412
H -3.648 5.338 0.286
H -1.806 6.936 0.749
H 0.522 6.359 -0.020
H 0.874 4.199 -1.127
*
```

---

Record 2
Molecular formula: C31H28F5N3O2PS4TeTi
Method: DFT, ωB97M-V with the def2-TZVPD basis set

Computed properties:
- HOMO energy (eV) = -9.38
- LUMO (eV) = -4.5

Geometry as ORCA input:
```
! wB97M-V def2-TZVPD RIJCOSX def2/J DEFGRID3
* xyz 1 1
Ti -0.024 -0.728 -0.376
O -1.524 -2.831 -0.866
N -1.551 -1.608 -1.540
C -2.271 -1.522 -2.588
C -2.434 -0.370 -3.462
C -3.257 -0.617 -4.567
C -3.496 0.366 -5.506
C -2.918 1.615 -5.333
C -2.133 1.876 -4.219
C -1.860 0.897 -3.272
P -0.943 1.409 -1.750
C 0.449 2.396 -2.393
C 0.948 2.241 -3.685
C 2.051 2.972 -4.103
C 2.672 3.860 -3.237
C 2.186 4.014 -1.945
C 1.086 3.283 -1.525
C -2.167 2.653 -1.189
C -3.391 2.150 -0.746
C -4.392 3.003 -0.320
C -4.183 4.376 -0.336
C -2.982 4.884 -0.804
C -1.976 4.028 -1.238
H -2.141 -3.459 -1.283
H -2.824 -2.414 -2.882
H -3.712 -1.593 -4.682
H -4.137 0.167 -6.354
H -3.088 2.397 -6.062
H -1.730 2.871 -4.080
H 0.499 1.531 -4.366
H 2.431 2.837 -5.108
H 3.539 4.419 -3.561
H 2.670 4.694 -1.257
H 0.739 3.396 -0.504
H -3.565 1.081 -0.729
H -5.333 2.599 0.029
H -4.961 5.047 0.004
H -2.819 5.954 -0.835
H -1.056 4.450 -1.621
O 6.126 1.419 -2.470
C 5.063 1.013 -2.109
S 4.015 -0.034 -3.099
C 2.682 -0.073 -1.974
C 2.838 0.558 -0.803
S 1.612 0.732 0.452
S 4.359 1.365 -0.511
S 1.208 -0.868 -2.476
F -0.504 -0.079 2.475
C -1.245 -0.592 1.424
F -2.231 0.339 1.157
C -2.028 -1.784 2.056
F -3.115 -2.069 1.326
F -1.271 -2.889 2.116
F -2.426 -1.489 3.293
N 3.463 -5.479 1.804
C 2.691 -4.482 1.339
C 2.413 -3.344 2.113
C 1.652 -2.343 1.586
N 1.117 -2.368 0.341
C 1.377 -3.475 -0.393
C 2.132 -4.522 0.048
H 3.867 -5.436 2.722
H 3.661 -6.288 1.242
H 2.799 -3.247 3.118
H 1.455 -1.457 2.173
H 0.972 -3.497 -1.393
H 2.307 -5.366 -0.606
C -0.689 5.345 2.221
Te -0.690 3.223 2.080
C -1.070 2.968 4.155
H 0.070 5.664 2.931
H -1.672 5.680 2.545
H -0.471 5.762 1.239
H -1.930 3.576 4.426
H -0.198 3.264 4.732
H -1.293 1.918 4.332
*
```

---

Record 3
Molecular formula: C31H28FN2O2
Method: DFT, ωB97M-V with the def2-TZVPD basis set

Computed properties:
- HOMO energy (eV) = -9.52
- LUMO (eV) = -6.0

Geometry as ORCA input:
```
! wB97M-V def2-TZVPD RIJCOSX def2/J DEFGRID3
* xyz 1 1
O -3.251 5.290 -0.147
N -2.633 4.947 0.887
O -1.958 5.756 1.565
C -2.641 3.583 1.281
C -1.720 3.168 2.266
C -1.324 1.848 2.277
C -1.827 0.913 1.315
C -1.313 -0.412 1.138
C -0.139 -0.880 1.747
N 0.009 -2.158 2.166
C -1.111 -3.056 2.451
C -0.492 -4.458 2.578
C 1.028 -4.277 2.540
C 1.304 -2.770 2.424
C 1.022 0.046 1.851
C 1.259 0.926 0.786
C 2.372 1.752 0.767
C 3.217 1.781 1.884
C 2.951 0.969 2.990
C 1.847 0.115 2.988
C -2.936 1.321 0.512
C -3.354 2.638 0.502
H -1.323 3.904 2.962
H -0.585 1.534 3.009
H -1.953 -1.109 0.587
H -1.591 -2.794 3.417
H -1.884 -3.008 1.672
H -0.821 -4.915 3.514
H -0.835 -5.090 1.758
H 1.499 -4.681 3.438
H 1.456 -4.792 1.675
H 2.036 -2.558 1.628
H 1.739 -2.417 3.374
H 0.544 0.956 -0.037
H 2.571 2.383 -0.098
H 4.079 2.446 1.884
H 3.589 1.002 3.872
H 1.597 -0.454 3.889
H -3.417 0.584 -0.132
H -4.190 2.982 -0.100
F 1.353 -4.039 -3.494
C 1.815 -2.849 -2.972
C 3.198 -2.707 -2.838
C 3.686 -1.478 -2.379
C 2.817 -0.428 -2.166
C 1.417 -0.546 -2.393
C 0.662 0.657 -2.330
C -0.581 0.997 -2.915
C -1.057 2.326 -2.686
C -2.213 2.787 -3.293
C -2.973 1.913 -4.090
C -2.522 0.610 -4.339
C -1.311 0.168 -3.816
C 0.899 -1.840 -2.683
H 3.871 -3.522 -3.099
H 4.753 -1.345 -2.202
H 3.202 0.546 -1.868
H 1.222 1.498 -1.925
H -0.460 3.002 -2.071
H -2.526 3.825 -3.133
H -3.898 2.268 -4.544
H -3.122 -0.061 -4.957
H -0.883 -0.780 -4.139
H -0.172 -2.020 -2.749
*
```

---

Record 4
Molecular formula: C31H29B2N2O19PS
Method: DFT, ωB97M-V with the def2-TZVPD basis set

Computed properties:
- HOMO energy (eV) = -8.52
- LUMO (eV) = -2.2

Geometry as ORCA input:
```
! wB97M-V def2-TZVPD RIJCOSX def2/J DEFGRID3
* xyz 0 1
C 9.639 0.550 0.145
B 8.730 -0.768 -0.233
O 9.471 -2.043 -0.516
C 7.075 -0.813 -0.320
C 6.165 0.313 -1.158
P 7.143 1.709 -2.017
C 7.422 1.390 -3.879
C 6.444 3.447 -1.653
C 4.522 0.134 -1.165
C 3.560 1.192 -1.965
C 2.251 1.715 -1.117
O 1.279 2.339 -1.818
O 2.011 1.527 0.322
C 0.576 1.334 0.623
C -0.411 0.213 -0.057
O 0.015 2.136 1.567
C 3.809 -1.164 -0.386
O 2.351 -1.419 -0.378
B 1.922 -2.193 -1.559
O 1.918 -3.690 -1.612
O 1.438 -1.477 -2.792
C 4.730 -2.291 0.437
N 4.305 -3.535 1.186
S 5.757 -4.318 1.859
N 6.990 -3.211 1.284
C 6.357 -2.097 0.466
H 10.542 0.338 0.869
H 10.131 0.922 -0.877
H 8.994 1.480 0.521
H 8.766 -2.595 -1.008
H 6.837 0.462 -4.318
H 7.280 2.365 -4.553
H 8.577 1.114 -4.001
H 7.350 4.210 -1.769
H 5.588 3.802 -2.370
H 6.154 3.469 -0.511
H 3.122 0.600 -2.904
H 4.105 2.129 -2.407
H -1.539 0.549 0.145
H -0.298 -0.844 0.476
H -0.322 0.131 -1.232
H 2.874 -4.008 -1.783
H 1.278 -0.514 -2.565
O -4.003 -3.912 5.216
C -3.637 -3.135 4.341
C -2.735 -2.006 4.621
C -2.369 -1.168 3.650
O -1.520 -0.107 3.905
C -2.860 -1.340 2.254
O -2.521 -0.542 1.387
C -3.742 -2.482 1.969
C -4.105 -3.322 2.940
O -4.932 -4.400 2.679
H -2.388 -1.892 5.640
H -1.408 0.351 3.043
H -4.077 -2.605 0.947
H -5.049 -4.854 3.542
O -2.749 8.415 -0.863
C -2.786 7.233 -0.537
C -2.049 6.716 0.627
C -2.098 5.421 0.944
O -1.410 4.928 2.038
C -2.893 4.456 0.136
O -2.903 3.268 0.442
C -3.649 4.977 -1.013
C -3.603 6.273 -1.329
O -4.313 6.770 -2.406
H -1.474 7.428 1.204
H -1.603 3.965 2.056
H -4.237 4.267 -1.581
H -4.115 7.732 -2.427
O -6.030 -2.967 0.169
C -7.193 -3.349 0.097
C -7.881 -3.989 1.229
C -9.143 -4.408 1.112
O -9.796 -5.008 2.173
C -9.896 -4.247 -0.162
O -11.048 -4.659 -0.245
C -9.217 -3.585 -1.286
C -7.956 -3.163 -1.168
O -7.312 -2.538 -2.220
H -7.321 -4.101 2.148
H -10.694 -5.222 1.838
H -9.782 -3.459 -2.201
H -6.412 -2.329 -1.887
*
```

---

Record 5
Molecular formula: C31H29BCoN7O6
Method: DFT, ωB97M-V with the def2-TZVPD basis set

Computed properties:
- expectation value of S² = 3.82
- HOMO energy (alpha / beta) (eV) = -7.93 / -11.32
- LUMO (alpha / beta) (eV) = -3.6 / -4.1

Geometry as ORCA input:
```
! wB97M-V def2-TZVPD RIJCOSX def2/J DEFGRID3
* xyz 1 4
Co 0.035 -0.862 1.719
O -2.169 -3.075 4.516
C -1.338 -2.485 3.675
O -1.255 -1.263 3.585
C -0.502 -3.374 2.858
C -0.475 -4.753 3.018
C 0.430 -5.497 2.254
C 1.237 -4.855 1.351
C 1.103 -3.447 1.153
N 0.247 -2.719 1.946
C 1.747 -2.752 0.132
O 2.699 -3.239 -0.675
O 1.401 -1.471 -0.135
H -2.674 -2.417 5.022
H -1.137 -5.225 3.722
H 0.486 -6.568 2.372
H 1.926 -5.424 0.744
H 2.971 -4.133 -0.426
C 3.852 -0.439 3.457
C 2.648 -1.008 3.086
N 1.667 -0.284 2.539
C 1.902 1.060 2.400
C 3.121 1.599 2.818
N 4.087 0.866 3.321
C 0.794 1.767 1.800
C 0.661 3.122 1.558
C -0.518 3.634 0.989
C -1.523 2.709 0.660
C -1.325 1.355 0.878
N -0.191 0.906 1.463
C -2.169 0.255 0.482
C -3.402 0.318 -0.174
N -4.060 -0.747 -0.569
C -3.488 -1.933 -0.333
C -2.281 -2.044 0.323
N -1.609 -0.971 0.754
C -0.682 5.070 0.717
C 0.343 5.996 0.950
C 0.148 7.328 0.628
N -0.972 7.793 0.107
C -1.959 6.942 -0.093
C -1.871 5.591 0.192
H 4.655 -1.031 3.871
H 2.474 -2.063 3.238
H 3.324 2.658 2.743
H 1.475 3.776 1.820
H -2.454 3.025 0.220
H -3.874 1.263 -0.394
H -4.019 -2.802 -0.687
H -1.839 -3.016 0.488
H 1.292 5.705 1.368
H 0.927 8.059 0.792
H -2.865 7.368 -0.505
H -2.729 4.970 -0.002
C 1.862 0.403 -4.152
C 0.630 0.047 -3.317
C -0.468 1.073 -3.576
O 1.012 0.110 -1.920
B 1.085 -1.154 -1.459
O 0.699 -2.107 -2.340
C 0.155 -1.448 -3.498
C -1.367 -1.608 -3.406
C 0.667 -2.137 -4.758
H 2.185 1.409 -3.899
H 1.623 0.379 -5.211
H 2.685 -0.275 -3.943
H -0.056 2.070 -3.447
H -1.295 0.945 -2.883
H -0.833 0.979 -4.595
H -1.739 -1.164 -2.486
H -1.609 -2.668 -3.391
H -1.863 -1.150 -4.253
H 1.749 -2.225 -4.746
H 0.359 -1.577 -5.635
H 0.245 -3.138 -4.818
*
```

---

Record 6
Molecular formula: C31H29BF6O2S
Method: DFT, ωB97M-V with the def2-TZVPD basis set

Computed properties:
- HOMO energy (eV) = -6.19
- LUMO (eV) = -1.2

Geometry as ORCA input:
```
! wB97M-V def2-TZVPD RIJCOSX def2/J DEFGRID3
* xyz 0 1
C 2.587 -0.987 -4.225
C 1.559 -0.814 -3.172
C 0.174 -0.733 -3.328
C -0.518 -1.022 -2.120
C 0.320 -1.310 -1.038
B 0.318 3.575 0.496
C 0.136 -2.375 -0.093
C 1.196 -2.952 0.646
C 0.922 -3.879 1.652
C 2.050 -4.455 2.478
F 2.353 -5.745 2.148
F 3.204 -3.730 2.343
F 1.737 -4.447 3.816
C -0.385 -4.269 1.947
C -1.422 -3.670 1.238
C -2.858 -3.778 1.664
F -3.085 -3.012 2.784
F -3.718 -3.299 0.703
F -3.269 -5.040 1.941
C -1.153 -2.889 0.121
O 1.655 3.634 0.416
C 2.172 3.193 -0.922
C 1.238 3.675 -2.056
C 1.379 5.193 -2.166
C 1.591 3.053 -3.407
C -0.245 3.330 -1.744
O -0.579 4.009 -0.413
S 1.981 -0.917 -1.502
H 2.135 -1.263 -5.181
H 3.212 -0.100 -4.370
H 3.245 -1.808 -3.901
H -0.314 -0.547 -4.298
H -1.598 -1.061 -2.069
H 2.223 -2.645 0.462
H -0.598 -4.959 2.758
H -1.958 -2.624 -0.559
H 3.165 3.662 -0.950
H 2.246 2.100 -0.920
H 0.689 5.543 -2.942
H 1.148 5.677 -1.202
H 2.407 5.432 -2.474
H 0.867 3.414 -4.161
H 2.603 3.354 -3.722
H 1.547 1.952 -3.369
H -0.947 3.800 -2.440
H -0.411 2.235 -1.680
C -0.494 1.063 0.792
C -1.943 1.143 0.702
C -2.652 2.321 1.038
C -4.020 2.249 1.314
C -4.715 1.045 1.121
C -4.041 -0.075 0.619
C -2.673 -0.028 0.417
C 0.135 0.154 1.703
C 1.552 0.196 1.777
C 2.245 -0.537 2.717
C 1.569 -1.314 3.657
C 0.174 -1.396 3.590
C -0.538 -0.714 2.620
H -0.036 2.225 0.937
H -2.088 3.242 1.177
H -4.548 3.135 1.640
H -5.783 0.964 1.340
H -4.575 -1.002 0.382
H -2.103 -0.892 0.090
H 2.070 0.853 1.078
H 3.331 -0.481 2.751
H 2.111 -1.816 4.454
H -0.352 -2.016 4.317
H -1.625 -0.819 2.577
*
```

---

Number 1: DFT total energy -126440.6136 eV. Number 2: DFT total energy -137787.1410 eV. Number 3: DFT total energy -42382.7805 eV. Number 4: DFT total energy -95963.9345 eV. Number 5: DFT total energy -93636.0811 eV. Number 6: DFT total energy -64526.8145 eV.